# 1
The following is a DFT calculation (the ωB97M-V functional and the def2-TZVPD basis) of a single C5H6FNO molecule in a non-equilibrium geometry.

```
14
Properties=species:S:1:pos:R:3:nbo_charge:R:1
C 1.67 -0.15 0.60 -0.38
C 1.45 -0.62 -0.62 -0.22
C 0.59 0.40 1.53 0.13
C -1.29 -0.41 0.30 -0.35
C -0.75 0.12 -1.03 0.74
N -0.64 0.19 1.45 -0.40
O -0.79 1.45 -1.08 -0.69
F -1.13 -0.55 -2.18 -0.35
H 2.55 -0.16 1.15 0.20
H 2.09 -1.14 -1.43 0.22
H 1.06 0.93 2.33 0.17
H -2.35 -0.29 0.44 0.21
H -1.11 -1.51 0.26 0.22
H -1.35 1.74 -1.73 0.49
```

- E_HOMO (spin up / spin down): -0.3041 / -0.3041 hartree
- Lowest unoccupied orbital energy (spin up / spin down): 0.59 / 0.59 eV
- Orbital gap (spin up / spin down): 8.86 / 8.87 eV



# 2
The following is a DFT calculation (the ωB97M-V functional and the def2-TZVPD basis) of 2 unconnected molecules or ions with the total composition C5H6FNO in a non-equilibrium geometry.

```
14
Properties=species:S:1:pos:R:3:nbo_charge:R:1
C -1.69 0.04 0.50 0.36
C 1.21 1.24 0.34 0.19
C -1.26 -1.06 0.28 -0.13
C 0.65 2.07 -0.70 -0.69
C -0.69 -2.35 -0.11 -0.69
N 1.81 0.35 0.81 0.20
O 2.26 -0.46 1.56 -0.42
F -2.49 1.04 0.71 -0.27
H 0.11 2.79 -0.26 0.23
H 1.47 2.70 -1.32 0.24
H -0.05 1.63 -1.45 0.25
H -1.36 -3.21 -0.18 0.25
H -0.03 -2.16 -0.92 0.24
H 0.08 -2.62 0.74 0.25
```

- E_HOMO: -0.3423 hartree
- Lowest unoccupied orbital energy: 0.52 eV
- Orbital gap: 9.83 eV



# 3
The following is a DFT calculation (the ωB97M-V functional and the def2-TZVPD basis) of a molecular structure, C5H6FeLiO4 in a non-equilibrium geometry.

```
17
Properties=species:S:1:pos:R:3:lowdin_spin:R:1
C 0.59 1.12 -1.09 0.00
C -0.91 1.00 -0.83 0.00
C -1.28 -0.38 -0.35 0.00
C -1.53 -0.62 0.96 0.00
O -1.58 -1.78 1.56 0.00
O 1.33 0.61 0.02 0.04
Fe 1.43 0.79 2.30 3.90
Li 0.22 -2.24 1.59 0.02
H 0.89 2.17 -1.19 0.00
H 0.88 0.57 -2.00 0.00
H -1.43 1.27 -1.77 0.00
H -1.19 1.74 -0.07 0.00
H -1.14 -1.23 -1.03 0.00
H -1.63 0.27 1.62 0.00
O 1.80 -1.12 1.25 0.04
O 1.82 -1.43 -0.99 0.00
C 1.73 -0.77 0.02 0.00
```

- E_HOMO (spin up / spin down): -0.0804 / -0.0865 hartree
- Lowest unoccupied orbital energy (spin up / spin down): 2.59 / 2.58 eV
- Multiplicity: 5
- Charge: -1
- Orbital gap (spin up / spin down): 4.78 / 4.93 eV



# 4
The following is a DFT calculation (the ωB97M-V functional and the def2-TZVPD basis) of a molecular structure, C5H6HgO2 in a non-equilibrium geometry.

```
14
Properties=species:S:1:pos:R:3:lowdin_spin:R:1
C -1.61 1.13 -0.97 0.00
C -0.50 1.20 -0.48 0.01
C 0.81 1.38 0.15 0.08
C 1.37 0.11 0.85 0.52
O 2.68 0.42 1.30 0.33
Hg 4.66 0.91 2.33 0.00
H -2.57 1.11 -1.45 0.00
H 0.72 2.20 0.88 0.00
H 1.51 1.77 -0.63 0.02
H 1.45 -0.62 0.01 0.05
C -1.89 -2.24 -1.10 0.00
O -2.44 -2.53 0.04 0.00
H -0.80 -2.18 -0.87 0.00
H -3.39 -2.66 -0.05 0.00
```

- E_HOMO (spin up / spin down): -0.1058 / -0.1379 hartree
- Lowest unoccupied orbital energy (spin up / spin down): 2.91 / 2.90 eV
- Multiplicity: 2
- Charge: -1
- Orbital gap (spin up / spin down): 5.79 / 6.65 eV